C56H89N26O4P | ωB97M-V/def2-TZVPD

Geometry (Å):
1 C 3.118 6.035 0.186
2 C 3.112 4.773 -0.911
3 O 3.131 3.531 -0.422
4 O 3.134 5.161 -2.330
5 C 2.756 4.053 -3.221
6 C 1.224 3.499 -3.015
7 C 1.309 1.889 -2.685
8 C 0.486 1.456 -1.307
9 C -1.146 1.276 -1.596
10 N -1.709 2.646 -1.905
11 C -2.820 3.055 -0.963
12 O -2.770 2.839 0.354
13 O -4.012 3.701 -1.593
14 P -3.684 5.359 -2.015
15 N -2.165 5.667 -2.485
16 H 3.835 6.849 -0.312
17 H 3.626 5.746 1.202
18 H 2.068 6.541 0.286
19 H 2.804 4.479 -4.335
20 H 3.583 3.197 -3.192
21 H 0.617 3.657 -4.015
22 H 0.689 4.132 -2.182
23 H 0.855 1.334 -3.627
24 H 2.406 1.479 -2.547
25 H 0.878 0.380 -1.027
26 H 0.715 2.149 -0.390
27 H -1.217 0.649 -2.599
28 H -1.697 0.719 -0.726
29 H -2.062 2.716 -2.891
30 H -4.552 5.674 -3.152
31 H -3.954 6.241 -0.870
32 H -2.177 6.036 -3.482
33 C -1.752 -2.538 -4.822
34 C -0.837 -1.500 -4.318
35 N -0.114 -0.680 -3.921
36 H -2.187 -3.124 -4.005
37 H -2.583 -2.105 -5.388
38 H -1.239 -3.241 -5.487
39 C 4.306 -0.445 -0.878
40 C 3.213 -1.410 -1.087
41 N 2.350 -2.172 -1.253
42 H 4.875 -0.670 0.031
43 H 5.014 -0.448 -1.713
44 H 3.928 0.578 -0.778
45 C 7.120 4.366 0.771
46 C 6.594 5.741 0.815
47 N 6.179 6.827 0.849
48 H 8.184 4.348 0.511
49 H 7.015 3.862 1.738
50 H 6.595 3.755 0.029
51 C 2.655 4.781 4.500
52 C 3.854 4.375 3.747
53 N 4.800 4.055 3.151
54 H 2.298 5.769 4.191
55 H 1.828 4.078 4.355
56 H 2.852 4.831 5.577
57 C -5.894 2.580 1.882
58 C -6.987 1.665 2.253
59 N -7.850 0.943 2.546
60 H -6.202 3.282 1.100
61 H -5.558 3.176 2.737
62 H -5.022 2.036 1.504
63 C 4.308 3.879 -7.271
64 C 3.215 2.964 -6.900
65 N 2.352 2.241 -6.607
66 H 4.000 4.581 -8.053
67 H 4.644 4.475 -6.416
68 H 5.180 3.335 -7.649
69 C -7.043 -0.224 5.662
70 C -6.454 -0.251 7.011
71 N -5.989 -0.272 8.077
72 H -6.334 -0.575 4.904
73 H -7.931 -0.861 5.595
74 H -7.348 0.788 5.374
75 C -8.523 4.109 6.910
76 C -7.325 3.703 6.157
77 N -6.379 3.383 5.561
78 H -8.881 5.097 6.601
79 H -9.350 3.406 6.765
80 H -8.327 4.159 7.987
81 C 8.364 3.392 -6.084
82 C 7.710 4.023 -7.242
83 N 7.193 4.522 -8.157
84 H 9.454 3.482 -6.136
85 H 8.047 3.850 -5.141
86 H 8.131 2.324 -6.020
87 C -2.792 -1.868 7.277
88 C -2.360 -3.261 7.076
89 N -2.019 -4.362 6.918
90 H -2.750 -1.293 6.345
91 H -3.821 -1.812 7.645
92 H -2.159 -1.349 8.005
93 C -0.943 -5.928 3.962
94 C 0.255 -6.334 3.209
95 N 1.202 -6.655 2.613
96 H -1.300 -4.940 3.653
97 H -1.770 -6.631 3.817
98 H -0.746 -5.878 5.039
99 C 0.545 -9.276 0.782
100 C 0.864 -10.079 -0.411
101 N 1.116 -10.713 -1.353
102 H 1.101 -8.332 0.794
103 H -0.520 -9.025 0.827
104 H 0.792 -9.809 1.706
105 C -8.810 2.311 11.465
106 C -9.237 3.403 10.575
107 N -9.575 4.266 9.871
108 H -7.819 2.500 11.891
109 H -9.502 2.179 12.304
110 H -8.758 1.354 10.935
111 C -1.921 7.493 0.687
112 C -1.169 8.482 1.477
113 N -0.575 9.264 2.101
114 H -1.308 7.063 -0.113
115 H -2.272 6.662 1.307
116 H -2.803 7.939 0.214
117 C 1.240 -10.286 -4.897
118 C 0.585 -9.655 -6.056
119 N 0.068 -9.156 -6.971
120 H 2.330 -10.196 -4.950
121 H 0.922 -9.828 -3.954
122 H 1.006 -11.354 -4.833
123 C -6.067 -2.320 2.012
124 C -5.479 -2.347 3.362
125 N -5.014 -2.368 4.428
126 H -5.359 -2.671 1.255
127 H -6.955 -2.957 1.945
128 H -6.373 -1.308 1.724
129 C 9.940 2.063 -0.715
130 C 9.285 2.694 -1.873
131 N 8.768 3.193 -2.788
132 H 11.030 2.153 -0.767
133 H 9.622 2.521 0.228
134 H 9.706 0.995 -0.650
135 C -2.134 -6.410 -0.577
136 C -2.562 -6.785 0.782
137 N -2.900 -7.081 1.855
138 H -1.166 -5.899 -0.569
139 H -2.032 -7.287 -1.225
140 H -2.852 -5.736 -1.055
141 C 4.683 10.352 1.801
142 C 3.591 9.387 1.592
143 N 2.728 8.625 1.426
144 H 5.253 10.127 2.710
145 H 5.392 10.348 0.966
146 H 4.306 11.375 1.901
147 C -4.748 -9.837 -2.461
148 C -3.608 -9.013 -2.895
149 N -2.708 -8.361 -3.239
150 H -5.432 -9.275 -1.816
151 H -5.332 -10.202 -3.312
152 H -4.420 -10.716 -1.894
153 C -0.560 -9.423 -10.576
154 C -1.215 -8.792 -11.734
155 N -1.732 -8.293 -12.650
156 H 0.530 -9.333 -10.629
157 H -0.878 -8.965 -9.633
158 H -0.794 -10.491 -10.512
159 C 6.952 0.661 3.477
160 C 8.092 1.485 3.042
161 N 8.992 2.137 2.699
162 H 6.268 1.223 4.121
163 H 6.368 0.296 2.625
164 H 7.280 -0.217 4.043
165 C -2.667 0.211 11.528
166 C -1.469 -0.194 10.774
167 N -0.522 -0.515 10.179
168 H -3.025 1.199 11.218
169 H -3.494 -0.492 11.382
170 H -2.471 0.261 12.604
171 C 1.807 -6.914 -13.319
172 C 2.167 -8.236 -12.781
173 N 2.452 -9.281 -12.355
174 H 1.161 -6.998 -14.200
175 H 1.271 -6.309 -12.581
176 H 2.693 -6.346 -13.622

Force components x, y, z for each atom (eV/Å):
1.066 0.488 -2.123
0.262 -3.474 2.585
-0.162 6.716 -3.773
-0.736 -2.182 3.392
-0.029 -0.610 -2.083
0.878 -0.282 0.088
-1.003 -0.136 0.184
-0.163 -1.298 -0.460
2.047 -0.653 -0.564
-4.736 0.078 1.872
2.040 -1.777 4.020
-0.717 1.496 -8.100
2.758 1.539 0.778
2.549 0.223 -1.465
-2.379 0.288 -0.473
-1.716 -1.708 1.152
-1.347 0.205 -2.188
2.039 -1.309 -0.177
0.100 -0.537 2.604
-1.951 1.755 0.272
1.321 -0.275 2.036
1.075 -1.370 -1.520
1.033 1.029 2.284
-2.115 1.207 -0.349
-0.814 2.032 -0.490
-0.545 -1.100 -1.943
0.041 1.308 2.370
1.030 1.365 -1.618
0.526 0.090 1.427
-0.079 -0.573 1.539
-0.416 -1.510 -0.770
0.102 -0.946 1.580
-0.136 -0.174 -0.087
0.810 0.833 0.385
-1.295 -1.735 -0.867
0.220 0.229 -0.006
0.254 0.129 0.138
0.097 0.253 0.171
0.157 0.190 0.017
-0.967 -0.865 -0.195
1.429 1.258 0.293
-0.254 -0.157 -0.126
-0.270 -0.162 0.041
-0.180 -0.186 -0.034
0.112 -0.268 0.030
-0.428 1.123 0.056
0.799 -1.709 -0.028
-0.204 0.305 0.032
-0.124 0.389 -0.143
-0.094 0.317 0.062
-0.216 0.079 0.110
1.044 -0.359 -0.663
-1.537 0.460 1.063
0.251 -0.158 -0.135
0.305 0.007 -0.136
0.198 -0.076 -0.252
0.189 0.128 -0.040
-0.856 -0.621 0.336
1.376 1.023 -0.462
-0.138 -0.266 0.113
-0.241 -0.268 0.038
-0.226 -0.017 0.071
0.069 -0.019 -0.047
-0.974 -0.728 0.340
1.354 1.157 -0.435
-0.084 -0.237 0.140
-0.195 -0.210 -0.035
-0.420 -0.001 0.098
-0.156 0.175 -0.217
0.473 -0.038 1.005
-0.725 0.048 -1.608
-0.078 0.142 0.503
0.207 0.033 0.230
0.156 -0.108 0.275
-0.033 0.045 0.093
0.962 -0.316 -0.690
-1.513 0.478 0.879
0.242 -0.178 -0.070
0.292 0.008 -0.084
0.123 -0.047 -0.385
0.023 -0.017 0.175
-0.373 0.538 -1.031
0.919 -0.777 1.474
-0.241 0.109 -0.169
-0.012 -0.010 -0.278
-0.092 0.227 -0.179
-0.069 0.229 0.084
0.363 -1.152 -0.197
-0.528 1.776 0.224
0.010 -0.340 0.057
0.162 -0.217 -0.129
0.067 -0.323 -0.090
-0.106 -0.010 0.336
0.848 -0.299 -0.587
-1.482 0.478 0.879
0.226 -0.187 -0.064
0.373 0.089 -0.127
0.181 0.029 -0.229
0.005 0.120 0.073
0.233 -0.716 -0.992
-0.421 1.045 1.454
-0.014 -0.253 -0.109
0.146 -0.155 -0.169
0.039 -0.024 -0.300
0.063 -0.203 0.157
-0.384 0.933 -0.711
0.513 -1.444 1.286
-0.186 0.168 -0.214
-0.001 0.215 -0.252
-0.060 0.296 -0.108
-0.006 -0.183 -0.112
0.653 0.911 0.739
-1.065 -1.296 -1.020
0.025 0.170 0.129
0.175 0.223 0.096
0.238 0.183 0.171
0.072 -0.045 0.192
-0.558 0.546 -1.029
0.834 -0.833 1.452
-0.237 0.097 -0.186
-0.065 -0.015 -0.275
-0.088 0.249 -0.162
-0.087 0.010 -0.256
0.585 -0.148 1.049
-0.671 -0.021 -1.801
0.048 0.009 0.337
0.196 0.083 0.250
0.073 -0.093 0.311
0.093 -0.051 0.169
-0.537 0.517 -1.022
0.840 -0.836 1.522
-0.234 0.104 -0.193
-0.048 -0.009 -0.234
-0.093 0.233 -0.188
0.154 0.038 -0.157
-0.340 -0.251 1.089
0.428 0.371 -1.870
-0.150 -0.098 0.264
-0.095 0.100 0.269
-0.002 -0.171 0.261
0.176 0.176 0.008
-0.961 -0.884 -0.179
1.458 1.503 0.435
-0.241 -0.167 -0.162
-0.259 -0.220 0.076
-0.169 -0.280 -0.039
-0.197 -0.158 0.065
0.965 0.666 -0.412
-1.496 -1.072 0.585
0.273 0.080 -0.139
0.271 0.186 0.017
0.166 0.246 -0.140
0.064 -0.046 0.272
-0.483 0.458 -0.944
0.864 -0.729 1.421
-0.251 0.061 -0.213
-0.052 0.027 -0.251
-0.077 0.231 -0.213
-0.195 -0.146 0.127
0.948 0.690 -0.339
-1.475 -1.092 0.476
0.261 0.121 -0.193
0.246 0.212 0.028
0.179 0.237 -0.147
-0.216 0.064 0.144
1.043 -0.351 -0.649
-1.594 0.538 0.957
0.239 -0.191 -0.114
0.290 0.017 -0.141
0.198 -0.080 -0.249
-0.050 0.241 -0.120
0.307 -1.123 0.426
-0.469 1.734 -0.681
0.094 -0.235 0.232
0.091 -0.316 -0.006
-0.017 -0.301 0.139

The calculation puts the molar mass at 1221.48 g mol⁻¹. As for the energy: -115723.9533 eV. The calculation puts the gap between HOMO and LUMO at 0.350 Ha. For the lowest unoccupied orbital energy, the calculation gives -0.02 eV.